1.
Entry from the Open Molecules 2025 dataset: 2 unconnected molecules or ions with the total composition C2H2FI in a non-equilibrium geometry (ωB97M-V/def2-TZVPD).

Computed properties:
HOMO-LUMO gap = 0.3818 Eh
energy above the lowest of the compared OMol25 structures with the same formula, charge and spin = 192.8 kJ/mol
SMILES = C#CF.I
E_LUMO = 0.48 eV

The geometry in XYZ format:
```
6
Properties=species:S:1:pos:R:3:mulliken_charge:R:1
C -1.454 0.097 0.090 -0.291
C -1.151 -1.030 0.317 0.198
F -0.518 -2.082 0.555 -0.207
H -1.954 0.850 -0.439 0.308
I 2.541 0.521 0.334 -0.109
H 2.536 1.644 -0.857 0.101
```

***

2.
Entry from the Open Molecules 2025 dataset: 2 unconnected molecules or ions with the total composition C2H2FI3O (ωB97M-V/def2-TZVPD).

Computed properties:
HOMO-LUMO gap = 0.3028 Eh
energy above the lowest of the compared OMol25 structures with the same formula, charge and spin = 176.7 kJ/mol
SMILES = F/C(I)=C\I.OI
E_LUMO = -0.71 eV

The geometry in XYZ format:
```
9
Properties=species:S:1:pos:R:3:mulliken_charge:R:1
F -0.518 -0.429 -1.494 -0.236
C 0.435 -0.901 -0.705 0.120
I -0.265 -2.311 0.690 0.092
C 1.698 -0.531 -0.773 -0.461
I 2.386 0.886 -2.156 0.057
H 2.442 -0.944 -0.114 0.402
O -1.909 0.895 1.180 -0.549
I -1.496 2.237 2.556 0.234
H -2.775 1.099 0.818 0.342
```

***

3.
Entry from the Open Molecules 2025 dataset: 2 unconnected molecules or ions with the total composition C2H2FIO in a non-equilibrium geometry (ωB97M-V/def2-TZVPD).

Computed properties:
HOMO-LUMO gap = 0.3077 Eh
energy above the lowest of the compared OMol25 structures with the same formula, charge and spin = 573.3 kJ/mol
E_LUMO = -0.67 eV

The geometry in XYZ format:
```
7
Properties=species:S:1:pos:R:3:mulliken_charge:R:1
C 2.512 -0.920 -0.486 -0.390
C 3.065 0.109 -0.168 0.306
O -0.961 -1.065 0.152 -0.638
F 3.522 1.220 0.270 -0.226
I -0.802 0.857 0.125 0.466
H 2.284 -1.821 -0.944 0.319
H -0.927 0.753 -1.447 0.164
```

***

4.
Entry from the Open Molecules 2025 dataset: a molecular structure, C2H2FLiO in a non-equilibrium geometry (ωB97M-V/def2-TZVPD).

Computed properties:
HOMO-LUMO gap (alpha / beta) = 0.1645 / 0.1837 Eh
multiplicity = 2
E_LUMO (alpha / beta) = 2.69 / 2.53 eV
charge = -1

The geometry in XYZ format:
```
7
Properties=species:S:1:pos:R:3:lowdin_spin:R:1
F 1.695 0.592 1.077 0.024
O -0.206 1.414 -0.410 0.224
C 0.262 0.285 -0.787 0.556
C -0.342 -0.917 -0.379 0.126
Li -0.154 1.407 1.449 0.055
H 0.186 -1.845 -0.619 0.001
H -1.441 -0.935 -0.331 0.014
```

***

5.
Entry from the Open Molecules 2025 dataset: C2H2FN3 in the gas phase in a non-equilibrium geometry (ωB97M-V/def2-TZVPD).

Computed properties:
HOMO-LUMO gap = 0.4183 Eh
energy above the lowest of the compared OMol25 structures with the same formula, charge and spin = 300.3 kJ/mol
SMILES = Fn1nccn1
E_LUMO = 0.89 eV

The geometry in XYZ format:
```
8
Properties=species:S:1:pos:R:3:mulliken_charge:R:1
F -3.798 0.000 0.058 -0.169
N -2.421 -0.019 -0.052 0.819
N -1.716 -1.211 -0.053 -0.571
C -0.455 -0.692 0.029 -0.112
C -0.469 0.695 0.030 -0.114
N -1.768 1.069 -0.050 -0.591
H 0.471 -1.170 0.227 0.369
H 0.431 1.219 0.235 0.369
```

***

6.
Entry from the Open Molecules 2025 dataset: C2H2FN3 in the gas phase in a non-equilibrium geometry (ωB97M-V/def2-TZVPD).

Computed properties:
HOMO-LUMO gap (alpha / beta) = 0.2975 / 0.2975 Eh
energy above the lowest of the compared OMol25 structures with the same formula, charge and spin = 401.7 kJ/mol
E_LUMO (alpha / beta) = -0.27 / -0.27 eV

The geometry in XYZ format:
```
8
Properties=species:S:1:pos:R:3:mulliken_charge:R:1
C -0.127 0.859 -0.023 0.035
C -2.231 -0.215 0.046 -0.378
N -0.825 1.951 0.124 0.298
N -1.926 2.292 -0.064 -0.404
N -0.923 -0.229 -0.116 0.000
F -2.651 -1.487 0.010 -0.147
H 0.963 0.639 0.233 0.286
H -0.416 -1.176 0.168 0.310
```

***

7.
Entry from the Open Molecules 2025 dataset: a molecular structure, C2H2FN3O in a non-equilibrium geometry (ωB97M-V/def2-TZVPD).

Computed properties:
HOMO-LUMO gap = 0.3770 Eh
energy above the lowest of the compared OMol25 structures with the same formula, charge and spin = 337.5 kJ/mol
E_LUMO = 0.57 eV

The geometry in XYZ format:
```
9
Properties=species:S:1:pos:R:3:mulliken_charge:R:1
C -0.043 0.138 -0.484 0.293
C -0.243 -0.517 1.321 0.449
N 0.166 -0.941 -1.066 -0.323
N -0.059 -1.721 1.120 -0.236
N -0.107 1.388 -0.986 -0.488
O 0.179 -2.043 -0.215 -0.056
F -0.523 0.190 2.370 -0.214
H 0.148 2.057 -0.244 0.283
H 0.482 1.448 -1.817 0.292
```

***

8.
Entry from the Open Molecules 2025 dataset: C2H2FN3S in the gas phase in a non-equilibrium geometry (ωB97M-V/def2-TZVPD).

Computed properties:
HOMO-LUMO gap = 0.3390 Eh
energy above the lowest of the compared OMol25 structures with the same formula, charge and spin = 114.0 kJ/mol
SMILES = Fc1nn[nH]c1S
E_LUMO = 0.49 eV

The geometry in XYZ format:
```
9
Properties=species:S:1:pos:R:3:mulliken_charge:R:1
F -0.816 -1.602 -0.986 -0.251
C -0.272 -0.392 -0.813 0.338
N -0.189 0.532 -1.810 -0.188
N 0.397 1.507 -1.347 -0.395
N 0.458 1.381 0.087 0.011
C 0.007 0.203 0.447 0.345
S 0.245 -0.562 1.886 -0.294
H 0.933 2.216 0.659 0.289
H -0.572 -1.600 1.724 0.146
```

***

Repeat the fifth record exactly.
Entry from the Open Molecules 2025 dataset: C2H2FN3 in the gas phase in a non-equilibrium geometry (ωB97M-V/def2-TZVPD).

Computed properties:
HOMO-LUMO gap = 0.4183 Eh
energy above the lowest of the compared OMol25 structures with the same formula, charge and spin = 300.3 kJ/mol
SMILES = Fn1nccn1
E_LUMO = 0.89 eV

The geometry in XYZ format:
```
8
Properties=species:S:1:pos:R:3:mulliken_charge:R:1
F -3.798 0.000 0.058 -0.169
N -2.421 -0.019 -0.052 0.819
N -1.716 -1.211 -0.053 -0.571
C -0.455 -0.692 0.029 -0.112
C -0.469 0.695 0.030 -0.114
N -1.768 1.069 -0.050 -0.591
H 0.471 -1.170 0.227 0.369
H 0.431 1.219 0.235 0.369
```

***

> Number 8 is which compound?

C2H2FN3S